Record 1
C40H49ClN9OSn | ωB97M-V/def2-TZVPD

The energy relative to the best compared isomer or geometry (same formula, charge and spin) comes out at 51.54 kcal/mol. Its net charge is +3. The value obtained for the total energy is -76061.6328 eV. The calculation puts the LUMO energy (alpha / beta) at -8.6 / -10.2 eV. For the orbital gap (alpha / beta), the calculation gives 7.0506 / 5.5082 eV.

Geometry as XYZ:
```
101
Properties=species:S:1:pos:R:3:mulliken_charge:R:1
Sn -0.098 -3.378 -1.377 0.97
C -4.536 -3.360 0.070 -1.87
C -3.055 -3.355 -0.133 0.39
N -2.449 -3.693 -1.207 0.44
C -3.195 -4.210 -2.363 -1.07
C -2.320 -4.291 -3.609 -1.49
N -0.958 -4.768 -3.335 -0.17
C -0.745 -6.205 -3.111 -0.79
C -0.989 -6.610 -1.663 -0.76
N -0.258 -5.739 -0.707 -0.04
C 0.941 -6.354 -0.074 -0.70
C 2.081 -5.331 0.140 -0.83
N 1.477 -4.067 0.425 -0.13
C 1.405 -3.456 1.744 2.79
C 1.899 -4.322 2.903 -1.76
C -0.071 -3.042 1.932 -0.16
C -0.511 -2.448 3.111 -0.82
C -1.844 -2.106 3.225 -1.32
C -2.715 -2.383 2.174 -1.02
C -2.202 -2.965 1.033 0.82
N -0.899 -3.267 0.919 0.71
H -5.074 -3.844 -0.737 0.48
H -4.896 -2.330 0.151 0.40
H -4.786 -3.864 1.004 0.48
H -4.054 -3.578 -2.593 0.73
H -3.588 -5.195 -2.102 0.53
H -2.217 -3.292 -4.037 0.51
H -2.830 -4.907 -4.355 0.38
H -0.373 -4.479 -4.111 0.32
H 0.294 -6.418 -3.371 0.44
H -1.369 -6.821 -3.766 0.34
H -0.692 -7.653 -1.535 0.60
H -2.049 -6.564 -1.421 0.23
H -0.901 -5.530 0.048 0.15
H 1.312 -7.164 -0.700 0.57
H 0.656 -6.790 0.885 0.28
H 2.622 -5.213 -0.805 0.42
H 2.777 -5.702 0.892 0.36
H 2.953 -4.561 2.777 0.54
H 1.319 -5.244 2.971 0.35
H 1.801 -3.788 3.845 0.37
H 0.181 -2.260 3.919 0.52
H -2.214 -1.643 4.129 0.50
H -3.765 -2.144 2.256 0.58
N 5.332 4.822 -0.230 -0.46
C 5.116 3.759 0.148 -0.02
C 4.693 2.436 0.525 0.33
C 4.577 1.464 -0.466 -0.65
C 4.003 0.246 -0.160 -0.58
C 3.551 -0.008 1.136 0.67
C 3.734 0.944 2.142 -0.63
C 4.303 2.167 1.836 -0.61
C 2.857 -1.236 1.402 0.09
C 2.185 -2.212 1.602 -1.69
H 4.926 1.672 -1.468 0.55
H 3.898 -0.513 -0.924 0.55
H 3.417 0.729 3.153 0.52
H 4.436 2.917 2.604 0.59
C -3.396 3.981 -0.306 -1.83
C -2.214 4.725 0.320 1.34
C -1.945 5.967 -0.545 -1.65
C -2.616 5.188 1.726 -1.64
C -0.928 3.842 0.386 2.19
O -0.401 3.584 -0.913 -0.64
C 0.147 4.552 1.243 -1.91
C 1.577 4.139 0.860 -0.53
C 2.160 4.953 -0.241 0.25
C 2.432 6.328 -0.003 -0.36
C 3.074 7.084 -0.932 -0.81
C 3.451 6.483 -2.164 0.37
Cl 4.267 7.391 -3.301 -0.04
C 3.144 5.123 -2.444 -0.84
C 2.506 4.384 -1.497 -0.01
C -1.158 2.451 1.062 -2.22
N -1.328 1.297 0.188 1.18
C -0.489 0.269 0.016 -0.39
N -1.040 -0.650 -0.762 0.34
C -2.247 -0.097 -1.057 -0.91
N -2.463 1.067 -0.495 -0.80
H -4.215 4.686 -0.452 0.61
H -3.766 3.178 0.330 0.32
H -3.145 3.546 -1.272 0.25
H -2.777 6.662 -0.435 0.49
H -1.899 5.735 -1.614 0.49
H -1.038 6.507 -0.269 0.25
H -3.589 5.676 1.676 0.51
H -1.917 5.910 2.149 0.37
H -2.714 4.359 2.430 0.29
H -0.813 4.191 -1.540 0.57
H -0.019 4.309 2.294 0.53
H 0.052 5.635 1.177 0.98
H 1.635 3.076 0.620 -0.11
H 2.221 4.319 1.729 0.61
H 2.166 6.762 0.952 0.51
H 3.327 8.120 -0.754 0.51
H 3.430 4.710 -3.401 0.49
H 2.250 3.350 -1.682 0.63
H -2.027 2.494 1.716 0.21
H -0.299 2.202 1.686 0.49
H 0.488 0.219 0.473 0.40
H -2.980 -0.559 -1.700 0.59
```

=====

Record 2
C20H24N2O6S2 | ωB97M-V/def2-TZVPD

The energy relative to the best compared isomer or geometry (same formula, charge and spin) comes out at 62.15 kcal/mol. The value obtained for the total energy is -58064.0496 eV. As for the SMILES: O=C(c1cccc(S(=O)(=O)N2CCCC2)c1)N(Cc1ccco1)[C@@H]1CCS(=O)(=O)C1. The calculation puts the LUMO energy at 0.4 eV. For the orbital gap, the calculation gives 9.2445 eV.

Geometry as XYZ:
```
54
Properties=species:S:1:pos:R:3:nbo_charge:R:1
O 1.874 2.731 -1.452 -0.61
C 1.204 1.734 -1.261 0.68
N 1.684 0.485 -1.496 -0.44
C 0.885 -0.700 -1.264 -0.29
C 0.939 -1.156 0.166 0.27
C 1.844 -0.943 1.164 -0.34
C 1.359 -1.645 2.296 -0.29
C 0.201 -2.230 1.902 0.09
O -0.067 -1.936 0.615 -0.41
H -0.501 -2.854 2.417 0.21
H 1.813 -1.694 3.263 0.23
H 2.733 -0.347 1.116 0.23
H 1.217 -1.511 -1.922 0.26
H -0.159 -0.486 -1.516 0.24
C 3.080 0.416 -1.926 -0.05
C 3.714 -0.948 -1.773 -0.68
H 4.796 -0.874 -1.720 0.26
H 3.335 -1.535 -0.944 0.27
S 3.336 -1.805 -3.352 2.15
O 2.293 -2.780 -3.155 -0.95
O 4.553 -2.262 -3.959 -0.93
C 2.679 -0.351 -4.245 -0.65
C 3.210 0.796 -3.417 -0.42
H 2.678 1.729 -3.601 0.25
H 4.266 0.952 -3.642 0.22
H 1.596 -0.420 -4.238 0.24
H 3.060 -0.370 -5.259 0.26
H 3.614 1.173 -1.337 0.25
C -0.217 1.821 -0.788 -0.13
C -0.553 1.523 0.527 -0.21
C -1.864 1.647 0.935 -0.24
C -2.851 2.089 0.075 -0.19
C -2.511 2.416 -1.228 -0.21
C -1.200 2.282 -1.657 -0.16
H -0.933 2.537 -2.672 0.22
H -3.266 2.775 -1.911 0.22
H -3.862 2.175 0.439 0.24
S -2.297 1.224 2.622 2.30
O -2.714 2.407 3.315 -0.93
O -1.215 0.460 3.182 -0.95
N -3.671 0.292 2.333 -0.67
C -3.342 -1.080 1.998 -0.24
H -2.392 -1.105 1.468 0.23
H -4.131 -1.477 1.352 0.20
C -3.309 -1.803 3.346 -0.43
H -3.449 -2.878 3.248 0.21
H -2.349 -1.602 3.821 0.23
C -4.442 -1.126 4.127 -0.43
H -5.361 -1.708 4.054 0.21
H -4.191 -1.012 5.179 0.22
C -4.623 0.241 3.435 -0.24
H -4.425 1.087 4.092 0.24
H -5.630 0.347 3.022 0.20
H 0.184 1.194 1.243 0.26
```